No. 1
This record from the OMol25 dataset describes the molecule C4H10N2O2 at a distorted geometry. The level of theory is ωB97M-V with the def2-TZVPD basis set.

Gap between HOMO and LUMO   9.23 eV
SMILES   CNC/C(=N\O)OC

Bonds (Å) are listed after each position.
Cartesian coordinates (Å):
1 O -0.410 2.194 0.043  N4 1.389, H14 1.149
2 O -1.833 -0.989 -0.195  C5 1.317, C7 1.571
3 N 1.565 0.298 -0.308  C6 1.579, C8 1.547, H10 1.057
4 N -1.266 1.124 -0.185  O1 1.389, C5 1.320
5 C -0.861 -0.120 -0.014  O2 1.317, N4 1.320, C6 1.477
6 C 0.465 -0.433 0.558  N3 1.579, C5 1.477, H13 1.311, H17 1.155
7 C -3.236 -0.288 -0.105  O2 1.571, H9 1.120, H11 1.119, H12 1.165
8 C 2.949 -0.388 -0.222  N3 1.547, H15 1.051, H16 1.163, H18 1.227
9 H -3.355 0.132 0.926  C7 1.120
10 H 1.265 0.559 -1.288  N3 1.057
11 H -3.287 0.402 -0.985  C7 1.119
12 H -3.930 -1.163 -0.436  C7 1.165
13 H 0.939 -1.653 0.641  C6 1.311
14 H 0.551 1.692 0.422  O1 1.149
15 H 3.675 0.061 -0.835  C8 1.051
16 H 3.117 -1.501 -0.515  C8 1.163
17 H 0.448 0.125 1.568  C6 1.155
18 H 3.206 -0.053 0.930  C8 1.227

For reference, the Löwdin charges in units of e are: O -0.129; O -0.090; N -0.177; N -0.023; C -0.466; C -0.115; C -0.004; C -0.130; H 0.100; H 0.126; H 0.080; H 0.106; H 0.192; H 0.154; H 0.024; H 0.090; H 0.134; H 0.130

No. 2
This record from the OMol25 dataset describes the molecule C4H10N2O2 at a distorted geometry. The level of theory is ωB97M-V with the def2-TZVPD basis set.

Gap between HOMO and LUMO   9.99 eV
SMILES   O=CNCCNCO

Bonds (Å) are listed after each position.
Cartesian coordinates (Å):
1 O -0.760 -2.443 -1.545  C7 1.222
2 O 0.871 2.125 2.805  C6 1.428, H17 0.981
3 N 0.692 0.784 0.841  C5 1.469, C6 1.450, H13 1.003
4 N -0.412 -0.261 -2.033  C7 1.371, C8 1.450, H10 0.999
5 C -0.330 -0.217 0.507  N3 1.469, C8 1.544, H9 1.091, H18 1.084
6 C 1.189 0.870 2.200  O2 1.428, N3 1.450, H12 1.101, H16 1.082
7 C -0.464 -1.589 -2.368  O1 1.222, N4 1.371, H11 1.094
8 C -1.009 0.228 -0.806  N4 1.450, C5 1.544, H14 1.091, H15 1.091
9 H -1.088 -0.084 1.279  C5 1.091
10 H -0.050 0.394 -2.696  N4 0.999
11 H -0.281 -1.920 -3.394  C7 1.094
12 H 0.579 0.142 2.757  C6 1.101
13 H 1.459 0.846 0.199  N3 1.003
14 H -2.086 0.056 -0.814  C8 1.091
15 H -0.975 1.318 -0.772  C8 1.091
16 H 2.250 0.673 2.272  C6 1.082
17 H 0.723 2.718 2.038  O2 0.981
18 H 0.037 -1.235 0.437  C5 1.084

For reference, the Löwdin charges in units of e are: O 0.003; O -0.080; N -0.074; N 0.019; C -0.183; C -0.295; C -0.336; C -0.184; H 0.123; H 0.121; H 0.126; H 0.118; H 0.104; H 0.119; H 0.116; H 0.112; H 0.086; H 0.107

No. 3
This record from the OMol25 dataset describes a 3-piece molecular cluster, C4H10N2O2 overall at a distorted geometry. The level of theory is ωB97M-V with the def2-TZVPD basis set.

Gap between HOMO and LUMO   8.46 eV
SMILES   Cc1cnc[nH]1.O.O

Bonds (Å) are listed after each position.
Cartesian coordinates (Å):
1 O 1.809 -1.384 3.259  H15 0.939, H16 1.010
2 O -3.223 1.573 0.880  H9 0.999, H10 0.874
3 N -0.997 0.917 -2.270  C6 1.390, C8 1.331
4 N 1.140 0.560 -1.592  C6 1.426, C7 1.338, H14 0.984
5 C 0.761 -1.116 0.126  C7 1.436, H11 1.100, H13 1.124, H17 1.039
6 C 0.330 1.174 -2.593  N3 1.390, N4 1.426, H18 1.054
7 C 0.299 -0.184 -0.864  N4 1.338, C5 1.436, C8 1.412
8 C -1.026 -0.012 -1.318  N3 1.331, C7 1.412, H12 1.099
9 H -3.078 0.600 1.048  O2 0.999
10 H -2.503 1.880 1.268  O2 0.874
11 H 1.423 -1.912 -0.244  C5 1.100
12 H -1.974 -0.523 -1.093  C8 1.099
13 H 1.350 -0.730 1.001  C5 1.124
14 H 2.078 0.750 -1.364  N4 0.984
15 H 2.116 -0.568 2.910  O1 0.939
16 H 0.889 -1.180 3.623  O1 1.010
17 H 0.006 -1.605 0.647  C5 1.039
18 H 0.600 1.762 -3.425  C6 1.054

For reference, the Löwdin charges in units of e are: O -0.074; O -0.015; N 0.026; N 0.103; C -0.059; C -0.108; C -0.364; C -0.144; H 0.068; H -0.062; H 0.096; H 0.112; H 0.065; H 0.137; H -0.003; H 0.084; H 0.055; H 0.084

No. 4
This record from the OMol25 dataset describes a 2-piece molecular cluster, C4H10N2O2 overall at a distorted geometry. The level of theory is ωB97M-V with the def2-TZVPD basis set.

Gap between HOMO and LUMO   10.42 eV
SMILES   CN1O[C@@H]1N.CC=O

Bonds (Å) are listed after each position.
Cartesian coordinates (Å):
1 O 1.977 -0.900 -0.493  N3 1.519, C5 1.362
2 O -1.341 1.416 0.095  C8 1.230
3 N 0.578 -0.471 -0.086  O1 1.519, C5 1.439, C7 1.453
4 N 2.334 1.150 0.717  C5 1.407, H14 1.009, H16 1.009
5 C 1.691 0.418 -0.297  O1 1.362, N3 1.439, N4 1.407, H11 1.091
6 C -2.273 -0.483 -1.065  C8 1.497, H9 1.091, H10 1.088, H17 1.088
7 C 0.280 -0.963 1.249  N3 1.453, H12 1.091, H13 1.089, H15 1.094
8 C -1.353 0.685 -0.894  O2 1.230, C6 1.497, H18 1.107
9 H -1.658 -1.327 -1.379  C6 1.091
10 H -2.769 -0.736 -0.130  C6 1.088
11 H 1.585 1.008 -1.208  C5 1.091
12 H -0.019 -2.009 1.169  C7 1.091
13 H -0.549 -0.367 1.629  C7 1.089
14 H 1.904 2.050 0.868  N4 1.009
15 H 1.125 -0.897 1.940  C7 1.094
16 H 2.427 0.646 1.586  N4 1.009
17 H -3.000 -0.276 -1.848  C6 1.088
18 H -0.940 1.056 -1.852  C8 1.107

For reference, the Löwdin charges in units of e are: O 0.022; O -0.012; N -0.068; N 0.113; C -0.485; C -0.060; C -0.067; C -0.360; H 0.078; H 0.081; H 0.147; H 0.091; H 0.084; H 0.089; H 0.077; H 0.071; H 0.080; H 0.119

No. 5
This record from the OMol25 dataset describes the molecule C4H10N2O2 at a distorted geometry. The level of theory is ωB97M-V with the def2-TZVPD basis set.

Gap between HOMO and LUMO   9.21 eV
SMILES   C=C(C)[C@H](O)N(N)O

Bonds (Å) are listed after each position.
Cartesian coordinates (Å):
1 O -0.985 -0.625 -1.535  C5 1.435, H16 0.971
2 O 1.412 1.714 -0.150  N3 1.443, H13 0.975
3 N 0.783 0.932 -1.186  O2 1.443, N4 1.439, C5 1.485
4 N 1.648 -0.153 -1.565  N3 1.439, H12 1.024, H15 1.032
5 C -0.539 0.457 -0.704  O1 1.435, N3 1.485, C8 1.524, H10 1.097
6 C 0.386 -0.873 1.340  C8 1.503, H9 1.093, H11 1.095, H17 1.096
7 C -1.789 0.285 1.453  C8 1.346, H14 1.087, H18 1.087
8 C -0.691 -0.015 0.736  C5 1.524, C6 1.503, C7 1.346
9 H 0.819 -1.557 0.606  C6 1.093
10 H -1.235 1.287 -0.882  C5 1.097
11 H 1.182 -0.248 1.757  C6 1.095
12 H 2.085 0.083 -2.461  N4 1.024
13 H 2.248 1.218 -0.085  O2 0.975
14 H -2.595 0.887 1.042  C7 1.087
15 H 1.043 -0.950 -1.818  N4 1.032
16 H -1.849 -0.880 -1.173  O1 0.971
17 H -0.008 -1.497 2.150  C6 1.096
18 H -1.914 -0.064 2.475  C7 1.087

For reference, the Löwdin charges in units of e are: O -0.032; O -0.043; N -0.189; N 0.046; C -0.335; C -0.061; C 0.056; C -0.305; H 0.073; H 0.142; H 0.081; H 0.089; H 0.083; H 0.063; H 0.080; H 0.109; H 0.079; H 0.065

No. 6
This record from the OMol25 dataset describes a 3-piece molecular cluster, C4H10N2O2 overall at a distorted geometry. The level of theory is ωB97M-V with the def2-TZVPD basis set.

Gap between HOMO and LUMO   9.17 eV

Bonds (Å) are listed after each position.
Cartesian coordinates (Å):
1 O 0.306 -2.522 0.524  C7 1.440, H11 0.826
2 O 0.626 1.786 -0.520  C5 1.481, C6 1.404
3 N -1.117 0.197 -0.158  N4 1.455, C6 1.310
4 N -1.687 -0.775 0.764  N3 1.455, H15 1.153, H17 1.102
5 C -0.350 2.312 -1.502  O2 1.481, H13 1.284
6 C 0.051 0.699 0.158  O2 1.404, N3 1.310, C8 1.571
7 C 1.176 -1.491 0.020  O1 1.440, C8 1.551, H10 1.195, H12 1.040
8 C 1.203 -0.153 0.803  C6 1.571, C7 1.551, H16 1.122, H18 1.132
9 H -0.015 3.731 -1.364  no bonds
10 H 2.359 -1.614 0.137  C7 1.195
11 H -0.466 -2.260 0.654  O1 0.826
12 H 1.077 -1.638 -1.005  C7 1.040
13 H -0.330 1.667 -2.612  C5 1.284
14 H -1.666 1.779 -0.821  no bonds
15 H -2.792 -1.094 0.690  N4 1.153
16 H 1.075 -0.090 1.916  C8 1.122
17 H -1.651 -0.785 1.865  N4 1.102
18 H 2.201 0.251 0.452  C8 1.132

For reference, the Löwdin charges in units of e are: O -0.014; O -0.200; N -0.040; N -0.079; C -0.151; C -0.359; C -0.221; C -0.080; H 0.169; H 0.143; H -0.119; H 0.097; H 0.115; H 0.196; H 0.157; H 0.132; H 0.132; H 0.122

no.,HOMO energy (Ha)
1,-0.310
2,-0.340
3,-0.300
4,-0.348
5,-0.309
6,-0.316